1.
A molecular structure, C75H65Cl2I2N3O3P3TeW in a non-equilibrium geometry, computed with ωB97M-V/def2-TZVPD.

Calculated values
DFT total energy = -6161.447005 a.u.
Net charge = +2
Spin multiplicity = 2

Last column: Mulliken charge in e.
Positions of all 155 atoms, in Å:
W1 -0.23 0.75 0.03  0.864
Cl1 2.18 2.83 -3.89  -0.147
C1 2.19 3.40 -2.27  0.576
C2 3.02 4.50 -1.95  -0.718
C3 3.23 4.87 -0.65  0.473
Cl2 4.28 6.19 -0.29  -0.234
C4 2.64 4.14 0.41  0.573
C5 2.96 4.27 1.77  -1.202
C6 2.47 3.34 2.65  -1.493
C7 1.60 2.34 2.20  0.411
N1 1.16 2.28 0.96  0.814
C8 1.74 3.12 0.05  -0.869
C9 1.48 2.77 -1.28  -0.170
O1 0.63 1.76 -1.45  -0.602
H1 3.53 5.01 -2.75  0.600
H2 3.62 5.05 2.10  0.568
H3 2.76 3.34 3.70  0.569
H4 1.26 1.58 2.89  -0.178
I1 -2.52 -0.81 0.30  -0.366
C10 -2.05 -0.46 3.71  -1.482
I2 -1.46 1.36 2.77  0.232
H5 -1.88 -0.20 4.76  0.875
H6 -3.09 -0.71 3.52  0.627
N2 1.11 -0.91 -2.74  0.624
P1 1.96 -2.03 -1.72  -0.261
C11 2.34 -3.41 -2.85  1.696
C12 2.60 -3.28 -4.21  -0.738
C13 2.93 -4.38 -4.98  -0.912
C14 3.01 -5.63 -4.40  -0.578
C15 2.75 -5.79 -3.04  -0.788
C16 2.41 -4.68 -2.28  -0.271
C17 3.61 -1.21 -1.58  2.293
C18 4.30 -0.71 -2.83  -0.788
C19 5.59 -0.42 -2.73  -1.359
C20 6.27 -0.63 -1.39  0.103
C21 5.81 -1.96 -0.85  -1.377
C22 4.52 -2.23 -0.91  -1.121
P2 -0.43 -0.36 -2.38  1.266
C23 -1.60 -1.69 -2.77  0.838
C24 -1.19 -3.01 -2.93  -0.976
C25 -2.12 -3.98 -3.29  -0.715
C26 -3.44 -3.64 -3.49  -0.964
C27 -3.85 -2.32 -3.34  -0.642
C28 -2.94 -1.35 -2.98  -0.028
C29 -0.72 0.77 -3.78  1.268
C30 -0.64 0.17 -5.04  -0.928
C31 -0.78 0.92 -6.19  -1.040
C32 -1.03 2.28 -6.11  -1.182
C33 -1.14 2.88 -4.86  -0.664
C34 -1.00 2.13 -3.70  0.548
H7 1.26 -1.01 -3.74  0.295
H8 2.55 -2.31 -4.70  0.185
H9 3.13 -4.26 -6.04  0.461
H10 3.28 -6.49 -5.00  0.416
H11 2.81 -6.76 -2.59  0.462
H12 2.19 -4.81 -1.22  0.527
H13 3.75 -0.55 -3.75  0.323
H14 6.16 -0.02 -3.56  0.410
H15 7.35 -0.60 -1.48  0.786
H16 6.52 -2.63 -0.37  0.370
H17 4.10 -3.13 -0.48  0.462
H18 -0.16 -3.30 -2.78  0.015
H19 -1.79 -5.00 -3.43  0.557
H20 -4.16 -4.40 -3.78  0.423
H21 -4.89 -2.05 -3.51  0.468
H22 -3.27 -0.32 -2.89  0.298
H23 -0.49 -0.90 -5.13  0.406
H24 -0.71 0.44 -7.16  0.482
H25 -1.14 2.87 -7.01  0.480
H26 -1.33 3.94 -4.78  0.561
H27 -1.06 2.62 -2.75  -0.661
O2 -1.89 2.23 -0.32  0.578
P3 -3.05 3.11 -0.77  0.863
C35 -4.04 3.67 0.62  1.386
C36 -4.42 2.77 1.61  -0.375
C37 -5.27 3.16 2.63  -1.177
C38 -5.76 4.47 2.66  -0.708
C39 -5.39 5.37 1.67  -0.797
C40 -4.54 4.97 0.65  -0.918
C41 -4.20 2.27 -1.89  1.140
C42 -5.15 1.41 -1.34  -0.685
C43 -6.02 0.71 -2.16  -0.873
C44 -5.96 0.86 -3.54  -0.848
C45 -5.02 1.72 -4.09  -0.910
C46 -4.15 2.42 -3.27  0.021
C47 -2.39 4.59 -1.56  0.329
C48 -3.06 5.34 -2.51  -0.219
C49 -2.49 6.50 -3.02  -0.992
C50 -1.24 6.91 -2.57  -0.769
C51 -0.57 6.18 -1.60  -0.529
C52 -1.14 5.02 -1.09  -0.544
H28 -4.07 1.74 1.57  0.624
H29 -5.57 2.46 3.40  0.500
H30 -6.42 4.78 3.46  0.428
H31 -5.77 6.38 1.70  0.457
H32 -4.25 5.69 -0.10  0.350
H33 -5.24 1.29 -0.27  0.309
H34 -6.75 0.05 -1.72  0.488
H35 -6.65 0.33 -4.17  0.448
H36 -4.96 1.85 -5.16  0.494
H37 -3.43 3.08 -3.73  0.091
H38 -4.05 5.05 -2.85  0.534
H39 -3.02 7.08 -3.76  0.489
H40 -0.80 7.82 -2.97  0.458
H41 0.39 6.51 -1.24  0.527
H42 -0.63 4.45 -0.33  0.350
C53 0.21 -2.01 9.66  -1.657
C54 0.12 -1.95 8.16  0.534
C55 -0.95 -2.54 7.48  -0.772
C56 -1.05 -2.51 6.10  1.345
C57 -2.27 -3.15 5.48  -1.821
C58 -0.03 -1.87 5.38  -0.538
Te1 -0.22 -1.70 3.27  1.191
N3 0.92 -0.35 0.75  1.220
C59 2.11 -0.87 1.33  -0.755
O3 2.09 -1.61 2.38  -0.894
C60 3.27 -0.35 0.77  1.872
C61 3.38 0.09 -0.65  1.711
C62 4.49 1.07 -0.80  -2.273
C63 5.81 0.54 -0.38  -0.072
C64 5.68 0.05 1.04  -1.714
C65 4.50 -0.37 1.54  -0.794
C66 -0.10 -3.85 2.98  0.314
C67 0.76 -4.42 3.91  -0.563
C68 1.07 -5.77 3.83  -0.946
C69 0.49 -6.54 2.85  -0.861
C70 -0.35 -5.96 1.92  -0.620
C71 -0.65 -4.60 1.94  1.068
C72 -1.50 -4.02 0.85  -0.306
C73 1.06 -1.27 6.02  0.889
C74 2.20 -0.58 5.32  -0.675
C75 1.11 -1.32 7.41  -0.869
H43 -0.74 -2.30 10.10  0.390
H44 0.51 -1.05 10.07  0.388
H45 0.96 -2.75 9.96  0.321
H46 -1.72 -3.03 8.05  0.445
H47 -2.62 -3.97 6.11  0.500
H48 -2.08 -3.57 4.50  0.222
H49 -3.09 -2.43 5.39  0.320
H50 2.45 0.53 -1.01  -0.390
H51 4.41 1.90 -1.48  0.176
H52 6.58 1.32 -0.43  0.813
H53 6.57 0.01 1.66  0.426
H54 4.44 -0.75 2.56  0.437
H55 1.22 -3.84 4.70  0.391
H56 1.75 -6.20 4.56  0.501
H57 0.70 -7.60 2.79  0.430
H58 -0.79 -6.56 1.13  0.479
H59 -1.57 -4.71 0.01  0.415
H60 -1.07 -3.09 0.48  -0.766
H61 -2.52 -3.80 1.19  0.434
H62 2.11 -0.57 4.23  -0.730
H63 3.14 -1.09 5.54  0.447
H64 2.29 0.45 5.67  0.564
H65 1.95 -0.87 7.92  0.502

2.
14 unconnected molecules or ions with the total composition C75H69F9N4O in a non-equilibrium geometry, computed with ωB97M-V/def2-TZVPD.

Calculated values
DFT total energy = -4092.235275 a.u.
Net charge = 0

Last column: Mulliken charge in e.
Positions of all 158 atoms, in Å:
N1 -1.57 -4.71 3.07  -0.406
C1 -2.22 -4.21 4.19  -0.765
C2 -2.23 -2.85 4.53  -0.819
C3 -1.56 -1.95 3.78  -0.508
C4 -1.05 -2.41 2.53  0.832
C5 -1.10 -3.77 2.23  -0.474
H1 -2.82 -4.92 4.73  0.379
H2 -2.70 -2.55 5.46  0.432
H3 -1.60 -0.89 3.99  0.729
H4 -0.74 -1.71 1.77  -0.046
H5 -0.74 -4.15 1.28  0.601
N2 -1.95 1.52 -4.84  -0.173
C6 -1.52 2.13 -5.98  -0.176
C7 -1.66 1.59 -7.25  -0.618
C8 -2.23 0.34 -7.29  -0.289
C9 -2.77 -0.32 -6.18  -0.567
C10 -2.61 0.32 -4.94  -0.153
H6 -1.12 3.14 -5.92  0.345
H7 -1.20 2.06 -8.11  0.409
H8 -2.32 -0.26 -8.19  0.362
H9 -3.32 -1.23 -6.34  0.475
H10 -3.12 -0.06 -4.06  0.449
N3 -2.88 -7.00 0.20  -0.627
C11 -3.85 -6.20 -0.34  -0.510
C12 -3.54 -5.11 -1.25  -0.779
C13 -2.22 -4.97 -1.62  0.396
C14 -1.19 -5.73 -1.06  -0.023
C15 -1.60 -6.70 -0.13  -0.455
H11 -4.85 -6.42 -0.01  0.472
H12 -4.33 -4.44 -1.56  0.560
H13 -1.94 -4.11 -2.22  0.349
H14 -0.13 -5.60 -1.16  0.242
H15 -0.90 -7.26 0.48  0.361
N4 2.19 -5.30 0.15  -0.457
C16 2.05 -5.79 1.40  -0.505
C17 2.24 -5.01 2.58  -0.469
C18 2.79 -3.70 2.43  -0.193
C19 2.96 -3.21 1.12  0.329
C20 2.68 -4.03 0.01  -0.669
H16 1.69 -6.81 1.45  0.415
H17 2.04 -5.38 3.58  0.427
H18 2.97 -2.99 3.22  0.337
H19 3.26 -2.18 1.03  0.254
H20 2.87 -3.68 -0.99  0.454
C21 -3.60 1.52 2.03  0.003
O1 -4.40 0.83 3.00  -0.552
H21 -3.79 1.39 0.96  0.023
H22 -3.63 2.58 2.29  0.435
H23 -2.60 1.13 2.21  -0.147
H24 -5.31 0.85 2.70  0.272
F1 -1.12 -4.35 -4.18  -0.413
C22 -0.04 -3.48 -4.15  0.070
C23 -0.24 -2.16 -4.53  -0.268
C24 0.84 -1.31 -4.59  -0.465
C25 2.08 -1.72 -4.12  -0.164
C26 2.24 -3.01 -3.69  -0.453
C27 1.15 -3.88 -3.64  -0.227
H25 -1.23 -1.98 -4.92  0.345
H26 0.72 -0.29 -4.94  0.410
H27 2.91 -1.02 -4.13  0.246
H28 3.19 -3.37 -3.32  0.415
H29 1.21 -4.90 -3.27  0.515
F2 3.35 0.45 1.87  -0.338
C28 3.24 -0.05 3.11  0.179
C29 4.34 -0.36 3.92  -0.448
C30 4.14 -0.88 5.20  -1.085
C31 2.78 -1.24 5.60  -1.362
C32 1.73 -0.83 4.84  -0.498
C33 1.95 -0.28 3.60  1.394
H30 5.37 -0.20 3.64  0.444
H31 4.95 -1.20 5.85  0.435
H32 2.58 -1.67 6.57  0.459
H33 0.75 -0.78 5.29  0.545
H34 1.03 -0.04 3.08  0.192
F3 1.02 2.03 0.55  0.127
C34 0.40 0.95 -0.02  -0.273
C35 1.00 -0.34 -0.18  0.358
C36 0.35 -1.33 -0.88  -0.032
C37 -0.89 -1.08 -1.42  -0.316
C38 -1.48 0.18 -1.28  0.047
C39 -0.89 1.15 -0.52  -1.092
H35 2.01 -0.51 0.17  -0.130
H36 0.92 -2.24 -0.98  -0.230
H37 -1.44 -1.83 -1.98  0.376
H38 -2.46 0.30 -1.70  0.301
H39 -1.47 2.05 -0.39  0.808
F4 -4.80 1.95 -1.97  0.075
C40 -5.79 2.82 -1.95  0.304
C41 -6.25 3.38 -0.83  -0.093
C42 -7.28 4.34 -0.78  -0.626
C43 -7.87 4.65 -1.96  -0.323
C44 -7.50 4.04 -3.16  -0.677
C45 -6.34 3.18 -3.16  -0.489
H40 -5.84 3.11 0.13  0.333
H41 -7.74 4.70 0.12  0.353
H42 -8.73 5.29 -1.84  0.331
H43 -8.09 4.24 -4.04  0.379
H44 -6.01 2.65 -4.05  0.436
F5 -8.19 -3.85 0.20  -0.359
C46 -6.98 -3.17 0.19  0.432
C47 -6.14 -3.44 1.21  -0.497
C48 -4.88 -2.97 1.27  -0.439
C49 -4.41 -2.12 0.25  0.085
C50 -5.29 -1.82 -0.79  -0.478
C51 -6.60 -2.35 -0.82  -0.577
H45 -6.57 -3.94 2.06  0.400
H46 -4.26 -3.25 2.11  0.236
H47 -3.39 -1.79 0.18  0.478
H48 -5.02 -1.04 -1.49  0.283
H49 -7.27 -2.15 -1.65  0.442
F6 -0.63 8.02 -2.32  -0.318
C52 0.06 7.22 -1.46  0.169
C53 0.10 5.81 -1.71  -0.558
C54 0.86 5.00 -0.89  -0.335
C55 1.46 5.63 0.24  -0.205
C56 1.38 7.01 0.50  -0.854
C57 0.73 7.80 -0.42  -0.332
H50 -0.38 5.36 -2.57  0.578
H51 0.96 3.99 -1.24  0.464
H52 2.01 4.99 0.91  0.534
H53 1.87 7.47 1.34  0.407
H54 0.73 8.86 -0.23  0.403
F7 3.96 -1.09 -1.61  0.401
C58 5.13 -0.41 -1.81  0.694
C59 5.56 -0.36 -3.12  -0.694
C60 6.80 0.29 -3.38  -0.520
C61 7.55 0.90 -2.39  -0.871
C62 7.04 0.92 -1.07  -0.410
C63 5.87 0.20 -0.81  -0.536
H55 5.01 -0.82 -3.93  0.390
H56 7.07 0.41 -4.41  0.363
H57 8.45 1.42 -2.68  0.383
H58 7.63 1.49 -0.36  0.492
H59 5.51 0.16 0.21  0.458
F8 3.85 3.14 4.89  -0.344
C64 2.55 2.86 4.92  0.085
C65 1.99 2.53 6.17  -0.286
C66 0.66 2.06 6.24  -0.955
C67 -0.08 2.14 5.06  -0.232
C68 0.45 2.60 3.85  -1.057
C69 1.77 2.89 3.77  0.233
H60 2.59 2.60 7.07  0.439
H61 0.24 1.79 7.20  0.479
H62 -1.14 1.95 5.12  0.476
H63 -0.20 2.70 2.99  0.620
H64 2.21 3.17 2.82  0.573
F9 6.32 5.50 -1.15  -0.338
C70 6.12 4.60 -0.16  0.221
C71 4.94 3.92 0.01  -0.975
C72 4.76 3.04 1.09  0.628
C73 5.82 2.79 1.94  -0.140
C74 7.02 3.41 1.76  -0.825
C75 7.19 4.31 0.70  -0.464
H65 4.08 4.14 -0.59  0.529
H66 3.84 2.48 1.13  0.233
H67 5.72 2.06 2.73  0.324
H68 7.90 3.20 2.35  0.410
H69 8.09 4.90 0.60  0.423

3.
9 unconnected molecules or ions with the total composition C75H82F3I3N2O4Si in a non-equilibrium geometry, computed with ωB97M-V/def2-TZVPD.

Calculated values
DFT total energy = -4799.599733 a.u.
Net charge = 0
SMILES string = CC[C@H](C)[C@]1(N=C(C)C)[C@](C(=O)NC(=O)F)(/C(I)=C(/C)I)C(=O)O[C@]1(I)C(F)(F)CC[Si](C)(C)c1ccccc1.c1ccccc1.c1ccccc1.c1ccccc1.c1ccccc1.c1ccccc1.c1ccccc1.c1ccccc1.c1ccccc1

Last column: Mulliken charge in e.
Positions of all 170 atoms, in Å:
C1 -0.57 -2.81 3.92  -0.792
C2 0.68 -2.43 3.03  -0.067
C3 0.52 -2.91 1.56  2.068
C4 0.55 -4.47 1.62  -1.953
C5 1.39 -2.27 0.44  2.251
N1 2.30 -3.00 -0.41  0.503
C6 2.19 -4.11 -1.02  0.457
C7 1.44 -4.45 -2.32  -1.485
C8 3.04 -5.32 -0.55  -0.612
C9 2.31 -0.97 0.80  3.875
C10 3.57 -0.71 -0.09  -0.995
O1 3.68 0.28 -0.76  -0.245
N2 4.74 -1.56 -0.01  0.403
C11 5.86 -0.86 -0.52  0.264
O2 6.26 -0.95 -1.65  -0.524
F1 6.55 -0.07 0.33  -0.215
C12 2.95 -0.70 2.19  -2.063
I1 2.72 1.26 3.09  0.061
C13 3.69 -1.52 2.95  0.370
C14 4.31 -1.11 4.29  -1.658
I2 4.07 -3.52 2.43  0.247
C15 1.28 0.16 0.46  -0.998
O3 1.36 1.34 0.32  -0.519
O4 0.01 -0.40 0.23  -0.130
C16 0.30 -1.59 -0.53  -3.091
I3 1.09 -0.64 -2.39  0.307
C17 -0.99 -2.31 -1.05  2.114
F2 -1.21 -3.60 -0.63  -0.336
F3 -0.97 -2.43 -2.43  -0.315
C18 -2.30 -1.51 -0.85  -1.986
C19 -2.77 -1.27 0.60  0.415
Si1 -4.20 -2.39 1.18  0.214
C20 -5.53 -2.52 -0.18  -1.474
C21 -3.65 -4.07 1.82  -1.103
C22 -4.99 -1.42 2.62  0.229
C23 -4.28 -0.46 3.32  0.327
C24 -4.82 0.24 4.39  -0.950
C25 -6.11 -0.02 4.81  -0.256
C26 -6.87 -0.96 4.10  -0.641
C27 -6.31 -1.64 3.03  -0.575
H1 -1.08 -1.91 4.28  0.390
H2 -1.30 -3.37 3.32  -0.341
H3 -0.25 -3.42 4.77  0.360
H4 0.63 -1.33 3.01  -0.105
H5 1.55 -2.81 3.56  0.090
H6 -0.56 -2.73 1.41  -0.695
H7 1.47 -4.86 2.06  0.196
H8 0.33 -4.92 0.64  0.273
H9 -0.27 -4.84 2.26  0.479
H10 1.30 -3.58 -2.97  0.184
H11 2.05 -5.16 -2.89  0.689
H12 0.50 -4.99 -2.12  0.175
H13 2.82 -5.60 0.48  -0.314
H14 3.03 -6.16 -1.26  0.585
H15 4.08 -4.94 -0.55  0.276
H16 4.65 -2.37 -0.63  0.201
H17 4.91 -1.92 4.72  0.453
H18 3.49 -0.85 4.97  0.384
H19 4.97 -0.24 4.13  0.397
H20 -3.06 -2.15 -1.35  0.645
H21 -2.22 -0.61 -1.48  0.205
H22 -1.96 -1.20 1.35  0.078
H23 -3.23 -0.27 0.62  0.346
H24 -5.31 -1.88 -1.05  0.383
H25 -6.52 -2.22 0.19  0.508
H26 -5.61 -3.58 -0.46  0.367
H27 -3.12 -4.60 1.02  0.296
H28 -4.56 -4.63 2.11  0.473
H29 -3.05 -3.97 2.73  0.286
H30 -3.26 -0.23 3.02  0.299
H31 -4.25 0.98 4.95  0.365
H32 -6.54 0.50 5.67  0.376
H33 -7.89 -1.14 4.43  0.419
H34 -6.94 -2.36 2.52  0.294
C28 6.50 5.26 -0.72  -0.393
C29 5.31 4.58 -0.53  -0.675
C30 5.22 3.23 -0.82  -0.258
C31 6.33 2.55 -1.31  0.125
C32 7.53 3.22 -1.49  -1.014
C33 7.61 4.58 -1.20  -0.411
H35 6.57 6.31 -0.49  0.483
H36 4.44 5.11 -0.15  0.431
H37 4.28 2.70 -0.68  0.517
H38 6.26 1.49 -1.53  0.281
H39 8.40 2.69 -1.87  0.438
H40 8.55 5.10 -1.36  0.389
C34 -5.21 3.29 -1.73  -0.643
C35 -4.73 4.54 -2.12  -0.188
C36 -3.46 4.95 -1.74  -0.557
C37 -2.66 4.11 -0.97  -0.585
C38 -3.13 2.87 -0.59  -0.327
C39 -4.41 2.46 -0.96  -0.220
H41 -6.20 2.97 -2.03  0.405
H42 -5.36 5.19 -2.73  0.392
H43 -3.10 5.93 -2.04  0.419
H44 -1.67 4.43 -0.68  0.437
H45 -2.51 2.21 0.01  0.431
H46 -4.78 1.49 -0.65  0.439
C40 -8.59 5.55 -3.86  -0.384
C41 -9.60 5.28 -4.76  -0.402
C42 -10.60 4.36 -4.44  -0.373
C43 -10.58 3.73 -3.20  -0.361
C44 -9.57 4.01 -2.30  -0.523
C45 -8.57 4.91 -2.62  -0.289
H47 -7.81 6.26 -4.11  0.363
H48 -9.62 5.78 -5.73  0.358
H49 -11.38 4.14 -5.15  0.356
H50 -11.36 3.02 -2.95  0.355
H51 -9.55 3.51 -1.33  0.368
H52 -7.78 5.13 -1.92  0.528
C46 6.24 -8.22 2.17  -0.612
C47 4.97 -7.72 1.91  -0.002
C48 3.93 -8.59 1.60  -0.383
C49 4.17 -9.96 1.56  -0.432
C50 5.44 -10.46 1.82  -0.423
C51 6.47 -9.58 2.12  -0.322
H53 7.05 -7.54 2.41  0.365
H54 4.78 -6.66 1.95  0.361
H55 2.94 -8.21 1.39  0.337
H56 3.36 -10.64 1.32  0.364
H57 5.62 -11.52 1.78  0.359
H58 7.47 -9.97 2.32  0.360
C52 -10.91 1.74 6.73  -0.414
C53 -11.92 0.90 6.29  -0.362
C54 -11.70 -0.47 6.22  -0.391
C55 -10.48 -1.00 6.61  -0.412
C56 -9.47 -0.16 7.06  -0.362
C57 -9.68 1.21 7.12  -0.360
H59 -11.07 2.81 6.78  0.360
H60 -12.87 1.31 5.99  0.359
H61 -12.49 -1.12 5.87  0.360
H62 -10.31 -2.07 6.56  0.384
H63 -8.52 -0.58 7.36  0.465
H64 -8.89 1.87 7.46  0.372
C58 9.82 6.13 2.76  -0.426
C59 8.92 5.32 2.09  -0.350
C60 9.15 3.95 1.99  -0.248
C61 10.29 3.40 2.57  -0.547
C62 11.19 4.21 3.24  -0.340
C63 10.96 5.58 3.33  -0.385
H65 9.64 7.20 2.84  0.366
H66 8.03 5.75 1.65  0.363
H67 8.45 3.32 1.46  0.489
H68 10.47 2.34 2.49  0.369
H69 12.08 3.78 3.69  0.357
H70 11.67 6.21 3.86  0.356
C64 3.03 0.69 -6.69  -0.520
C65 3.29 1.06 -5.38  -0.556
C66 4.61 1.21 -4.95  -0.425
C67 5.65 1.01 -5.83  -0.417
C68 5.39 0.65 -7.15  -0.349
C69 4.08 0.49 -7.58  -0.557
H71 2.01 0.57 -7.03  0.458
H72 2.47 1.22 -4.69  0.624
H73 4.81 1.48 -3.92  0.576
H74 6.68 1.13 -5.50  0.402
H75 6.21 0.49 -7.84  0.369
H76 3.88 0.20 -8.60  0.367
C70 -1.11 4.09 -7.08  -0.492
C71 -0.84 4.45 -5.77  -0.299
C72 0.47 4.61 -5.34  -0.495
C73 1.52 4.41 -6.23  -0.366
C74 1.26 4.05 -7.54  -0.424
C75 -0.06 3.89 -7.97  -0.359
H77 -2.13 3.97 -7.42  0.371
H78 -1.66 4.61 -5.08  0.469
H79 0.67 4.88 -4.31  0.390
H80 2.54 4.53 -5.89  0.426
H81 2.07 3.90 -8.24  0.406
H82 -0.26 3.61 -9.00  0.376

Result set for ΔE to the lowest compared entry with this formula, charge and spin: 48.6 0.0 38.0 kcal per mole, one per record in the order listed.